# 1
Molecular formula: C16H20NORhS
Method: DFT, ωB97M-V/def2-TZVPD

## Properties
gap between HOMO and LUMO (alpha / beta) = 3.80 / 5.98 eV
HOMO energy (alpha / beta) = 1.9 / -1.0 eV
net charge = -2
lowest unoccupied orbital energy (alpha / beta) = 0.210 / 0.181 hartree
E = -34288.03385 eV
2S+1 = 5

Each line ends with the Löwdin spin population.
Positions of all 40 atoms, in Å:
H -2.92150 -0.39872 -1.12820  0.001
H 1.46696 2.60435 1.63781  0.013
C -1.80137 -0.50824 -4.32892  0.029
C 0.47716 0.71000 -4.18991  0.030
C -2.33085 0.29565 -0.53757  0.077
S -0.22198 -1.56118 2.15007  0.126
O 0.21707 -2.64859 -0.09812  0.212
C 2.24331 0.49349 1.67437  0.109
H -0.28303 -2.56899 -3.92540  0.035
H -1.21809 1.69585 2.31408  0.001
C 1.75857 1.70694 1.08263  0.114
C 2.17474 0.19096 -0.61533  0.095
C 2.51260 -0.42548 0.61341  0.101
H 1.47736 -2.50580 -1.88389  0.053
H -0.06348 1.17720 -3.34705  0.006
H 1.34592 2.20869 -1.08695  0.010
C -0.30255 -0.51906 -4.59302  0.213
H -0.54905 3.06636 0.09070  0.006
C -1.34844 1.34663 1.28963  0.022
H 2.92034 -1.42212 0.73936  0.012
C 0.20744 -1.59435 -3.94288  0.099
C -1.68936 1.47061 -1.00437  0.218
H 1.43324 0.33666 -3.81734  0.001
C 0.47986 -2.73751 -1.31078  0.226
H 2.26412 -0.25397 -1.61826  0.016
H -2.55530 -0.46208 -5.10464  0.003
H -1.99127 -1.44600 -3.81864  0.003
C 1.68951 1.49216 -0.32778  0.110
Rh 0.55423 0.17552 0.63000  1.527
C -0.20374 -0.65911 3.53612  0.026
H -2.61500 -0.53046 1.52986  0.010
H 1.28544 -1.75898 -3.78561  0.033
N -0.17836 -0.05590 4.56293  0.032
H -2.06346 0.32272 -3.61563  0.004
C -2.15231 0.21531 0.86642  0.210
H -0.21054 -3.27885 -2.05542  0.052
C -1.03424 2.09488 0.10467  0.135
H 0.72289 1.50938 -4.87826  0.003
H -1.82719 1.92410 -1.98628  0.013
H 2.33014 0.29814 2.74749  0.011

# 2
Molecular formula: C3H9N2O
Method: DFT, ωB97M-V/def2-TZVPD

## Properties
gap between HOMO and LUMO = 11.69 eV
HOMO energy = -15.0 eV
SMILES = C[NH2+]CC(N)=O
net charge = +1
lowest unoccupied orbital energy = -0.121 hartree
E = -8278.49822 eV
2S+1 = 1

Each line ends with the natural charge from an NBO analysis.
Positions of all 15 atoms, in Å:
H 0.00362 2.62779 0.16701  0.240
H 1.22860 0.04089 -0.50701  0.244
N -0.74468 0.71544 -0.30945  -0.505
H 0.77331 -2.83702 1.85255  0.430
H -1.51306 0.47185 -0.91970  0.438
C 0.11081 -1.19857 0.87683  0.654
H 1.61875 -2.62141 0.43639  0.420
H 0.58413 2.04974 -1.35616  0.234
C -0.27849 2.08353 -0.72724  -0.419
H 0.02225 -1.06070 -1.26055  0.255
H -1.12215 2.58090 -1.18656  0.242
N 0.88566 -2.26651 1.02911  -0.781
H -1.03685 0.68867 0.67996  0.476
C 0.23896 -0.39648 -0.43313  -0.325
O -0.77085 -0.87812 1.65795  -0.604

# 3
Molecular formula: H2KO
Method: DFT, ωB97M-V/def2-TZVPD

## Properties
gap between HOMO and LUMO = 11.42 eV
HOMO energy = -15.8 eV
net charge = +1
lowest unoccupied orbital energy = -0.162 hartree
E = -18399.65189 eV
2S+1 = 1

Each line ends with the natural charge from an NBO analysis.
Positions of all 4 atoms, in Å:
O 0.00856 -0.18604 -0.67521  -0.978
H -0.33224 -1.09903 -0.53906  0.488
K 1.06641 0.98424 2.29783  0.999
H -0.74273 0.30083 -1.08356  0.491

# 4
Molecular formula: C3H5N3O
Method: DFT, ωB97M-V/def2-TZVPD

## Properties
gap between HOMO and LUMO = 8.23 eV
HOMO energy = -7.9 eV
lowest unoccupied orbital energy = 0.012 hartree
E = -9705.07151 eV
2S+1 = 1

Each line ends with the natural charge from an NBO analysis.
Positions of all 12 atoms, in Å:
H 0.64300 1.44490 1.49503  0.412
C -0.01100 -0.25570 0.52951  0.557
N 0.11115 1.03146 0.74447  -0.591
H -0.80307 -1.94779 1.27620  0.414
N -0.77302 0.82014 -1.33899  -0.690
N -0.06644 -1.26936 1.40085  -0.764
C 0.01506 -0.32383 -0.99156  0.151
O 1.29337 0.28728 -1.06154  -0.620
C 0.27009 1.62887 -0.63732  0.179
H 0.17742 -1.12223 2.36577  0.398
H -0.63095 1.01669 -2.32974  0.376
H -0.22561 -1.31045 -1.45268  0.179

# 5
Molecular formula: C3H8OS2
Method: DFT, ωB97M-V/def2-TZVPD

## Properties
gap between HOMO and LUMO (alpha / beta) = 8.52 / 4.74 eV
HOMO energy (alpha / beta) = -13.1 / -13.1 eV
net charge = +1
lowest unoccupied orbital energy (alpha / beta) = -0.168 / -0.306 hartree
E = -26948.33220 eV
2S+1 = 2

Each line ends with the Löwdin spin population.
Positions of all 14 atoms, in Å:
O -0.69021 -2.18590 -0.41720  0.003
S 0.89723 0.67494 0.79531  0.335
H 0.08839 -2.86404 -2.34256  0.000
H -0.51121 -2.42203 0.48187  0.001
C 1.71013 -2.50897 -1.16202  0.001
C -1.88775 2.19215 1.14316  0.051
H -1.18712 2.72654 1.81085  0.015
S -0.54409 1.71465 -0.10505  0.555
C 0.36269 -2.56991 -1.28438  0.001
H -2.44532 1.51565 1.78840  0.010
H 2.35765 -2.65780 -2.00369  0.000
H 2.11070 -2.19940 -0.16767  0.000
H -2.63015 2.80930 0.63083  -0.001
H 0.97815 -0.33413 -0.08526  0.029

# 6
Molecular formula: C4H11NOSi
Method: DFT, ωB97M-V/def2-TZVPD

## Properties
gap between HOMO and LUMO = 9.29 eV
HOMO energy = -8.5 eV
SMILES = CO[Si@H]1CCCN1
lowest unoccupied orbital energy = 0.031 hartree
E = -15740.61689 eV
2S+1 = 1

Each line ends with the natural charge from an NBO analysis.
Positions of all 18 atoms, in Å:
H 3.26088 0.61386 -0.87560  0.175
H -0.47837 1.72910 0.50822  0.336
N -0.82927 1.44337 -0.38454  -0.925
C -1.88642 -0.60414 0.57652  -0.416
C 3.15956 0.52752 0.22947  -0.227
C -2.03662 0.69422 -0.23355  -0.240
H 1.29288 0.04988 -1.85396  -0.227
H -2.93848 1.35778 0.12535  0.186
C -0.73641 -1.37576 -0.05898  -0.923
H 3.09374 1.53531 0.73992  0.175
H 3.90247 0.02489 0.75399  0.185
H -1.18027 -2.05110 -0.85344  0.252
H -0.22526 -2.23661 0.54026  0.259
H -2.83972 -1.28140 0.52737  0.208
Si 0.64579 -0.23726 -0.65162  1.708
O 1.94002 -0.15506 0.41368  -0.901
H -2.47704 0.35114 -1.16400  0.173
H -1.66748 -0.38574 1.66092  0.201

# 7
Molecular formula: C29H29Cl2N6O3PS4Y
Method: DFT, ωB97M-V/def2-TZVPD

## Properties
gap between HOMO and LUMO = 6.37 eV
HOMO energy = -4.8 eV
net charge = -1
lowest unoccupied orbital energy = 0.057 hartree
E = -124352.16897 eV
2S+1 = 1

Each line ends with the Mulliken charge.
Positions of all 75 atoms, in Å:
H -0.24876 1.82545 5.11118  0.216
H 2.15064 2.68905 0.67468  -0.217
H 1.75094 -0.67485 5.13508  0.365
N 0.27084 -1.87905 -0.14062  1.222
N 0.24214 -0.48895 -2.48292  1.263
H -0.40866 -3.76395 -6.40672  0.406
C -0.34016 5.08525 0.56238  0.154
C 2.67164 -1.53985 3.38278  -0.872
N 0.22864 0.15895 -3.64792  -1.388
C 1.30824 -3.74915 -1.22922  -0.788
C -2.41596 5.82915 1.49448  -0.411
C -0.68416 2.69835 4.63328  -1.393
H -2.98566 6.55505 2.05278  0.360
C 1.13684 -2.34085 -3.75502  -0.777
H 2.49434 2.01215 2.28508  0.391
S -2.27726 1.01285 -3.18892  -0.489
H 0.62094 -1.51265 4.05118  0.331
H 0.22224 1.63115 -5.60492  0.239
C -0.74176 0.98855 -3.93512  0.670
S -2.75066 -1.91985 -0.94832  -0.367
C 0.59484 -3.93795 1.03468  -1.233
C 3.75604 1.25265 0.68978  -1.487
C 1.71134 -3.55355 -6.18432  -0.364
C 2.43594 1.78545 1.21758  0.420
P 0.29404 0.48995 2.13288  0.172
C -2.30726 3.78905 0.24268  0.755
Y -1.09986 0.32485 -0.60332  -0.029
N -5.34966 -4.50295 0.15048  -0.613
H -4.08966 4.53195 1.13198  0.410
H 1.93504 -4.02925 -7.12832  0.380
Cl -3.13006 2.39875 -0.36752  -0.124
H 1.58814 -5.51265 -0.04932  0.426
C -4.89616 -2.07135 2.45898  0.105
C -3.03756 4.70765 0.97348  -0.839
C 2.45474 -2.48485 -4.16832  0.218
C -4.91446 -3.52895 0.58448  -0.169
S -2.73976 -0.26875 1.49498  -0.480
N -0.55936 1.81395 -4.99872  -0.476
O -0.21056 2.01165 2.34748  0.131
C -4.39416 -2.38005 1.18748  0.312
H 0.09054 3.45215 4.51228  0.282
S 0.00374 2.83365 -0.94312  -0.302
H -0.91656 -2.67825 -4.24472  0.511
N -5.31196 -1.85475 3.51138  -0.619
C 0.76814 -1.68285 -2.47532  0.314
O 1.19974 0.39525 3.52308  -0.290
C -1.05686 6.01105 1.29208  -0.750
H -1.39006 2.22205 -5.39462  0.209
O 1.41364 0.80075 1.00318  -0.006
H -0.32706 -2.16045 1.79508  0.602
H 2.84724 -2.52495 3.80958  0.423
H 3.57044 -0.93565 3.49288  0.279
H -1.77046 3.19055 2.84008  -0.098
C 0.39474 -3.40455 -5.77992  -0.822
C 2.73894 -3.09225 -5.37932  -0.719
H 0.45274 -4.50565 1.94128  0.519
H -0.55506 6.87535 1.69658  0.419
C 1.50284 -0.86405 4.08458  -0.352
H 4.04004 0.35015 1.22738  0.300
H 2.44524 -1.64655 2.32438  0.060
H 3.25554 -2.11425 -3.54372  0.426
H 4.53154 2.00575 0.81438  0.395
Cl 1.34664 5.34345 0.33188  -0.221
H 3.76594 -3.20695 -5.69782  0.390
C -0.92926 3.93565 0.00508  0.024
H 1.74624 -4.15935 -2.12672  0.488
C 0.15764 -2.62715 0.94688  -0.611
C 1.21034 -4.49955 -0.07822  -0.741
C 0.80934 -2.43635 -1.24432  0.228
C -3.40186 -1.60795 0.61168  0.843
H 3.65434 1.01705 -0.36782  0.277
C 0.10634 -2.79825 -4.57152  0.136
C -1.24916 2.33025 3.27128  0.325
H -1.47806 3.08965 5.26528  0.457
H -1.95126 1.49455 3.35638  0.196

# 8
Molecular formula: C2HF3S2
Method: DFT, ωB97M-V/def2-TZVPD

## Properties
gap between HOMO and LUMO (alpha / beta) = 7.66 / 7.21 eV
HOMO energy (alpha / beta) = -9.6 / -9.1 eV
lowest unoccupied orbital energy (alpha / beta) = -0.072 / -0.070 hartree
E = -31907.98363 eV
2S+1 = 1

Each line ends with the natural charge from an NBO analysis.
Positions of all 8 atoms, in Å:
F 0.87198 -2.53311 -0.43837  -0.298
C -0.88813 -0.99409 0.20574  0.325
F -1.92802 -1.88577 0.27274  -0.312
S 0.45391 2.46258 -0.61397  0.037
S -1.32787 2.07973 0.00209  -0.109
F 1.19240 -0.36861 -0.01972  -0.304
C 0.30790 -1.34612 -0.05457  0.533
H 1.31782 2.58539 0.64605  0.128

# 9
Molecular formula: C4H2MnO2
Method: DFT, ωB97M-V/def2-TZVPD

## Properties
gap between HOMO and LUMO (alpha / beta) = 9.17 / 9.13 eV
HOMO energy (alpha / beta) = -19.9 / -20.2 eV
net charge = +2
lowest unoccupied orbital energy (alpha / beta) = -0.393 / -0.408 hartree
E = -39572.89051 eV
2S+1 = 6

Each line ends with the Löwdin spin population.
Positions of all 9 atoms, in Å:
H -1.02991 1.69973 1.41043  0.005
O -1.32606 -1.54598 -1.40950  0.007
C -1.33948 1.09069 0.55906  0.049
Mn 1.63266 0.76965 -0.00059  4.821
C 3.08765 -2.06460 0.28630  0.016
C -0.41558 0.48206 -0.22988  0.035
O 2.61102 -1.04514 0.13361  0.051
H -2.33350 1.27172 0.11293  0.003
C -0.88678 -0.65812 -0.86234  0.013